[1]
ORCA calculation (ωB97M-V with the def2-TZVPD basis set) on an isolated ion of composition C5H8N and charge +1 at a distorted geometry.

Output
Net charge: +1
Energy above the lowest of the compared OMol25 structures with the same formula, charge and spin: 5.746 eV
Spin multiplicity: 1
HOMO-LUMO gap (spin up / spin down): 7.37 / 6.82 eV
LUMO energy (spin up / spin down): -6.104 / -6.174 eV
Largest force on an atom: 0.081 hartree/bohr

Last column: Löwdin charge in e.
Atoms and positions in Å:
1 C 1.131 -1.348 0.971  0.232
2 C 0.023 0.852 -1.334  -0.070
3 C 1.398 0.282 -0.970  0.116
4 C -0.609 0.090 -0.237  -0.134
5 C -1.637 0.186 0.721  -0.006
6 N 0.707 -0.419 0.086  -0.072
7 H 0.443 -1.779 1.668  0.109
8 H 2.179 -1.394 0.964  0.095
9 H -0.092 1.901 -1.097  0.136
10 H -0.052 0.548 -2.361  0.127
11 H 2.443 0.296 -1.419  0.166
12 H -2.463 -0.453 0.471  0.116
13 H -2.208 1.066 0.849  0.101
14 H -1.263 0.172 1.689  0.084


[2]
ORCA calculation (ωB97M-V with the def2-TZVPD basis set) on an isolated ion of composition C5H8N and charge +1 at a distorted geometry.

Output
Net charge: +1
Energy above the lowest of the compared OMol25 structures with the same formula, charge and spin: 4.591 eV
Spin multiplicity: 1
HOMO-LUMO gap: 10.70 eV
LUMO energy: -4.042 eV
Largest force on an atom: 0.091 hartree/bohr

Last column: Löwdin charge in e.
Atoms and positions in Å:
1 C 0.734 1.296 -1.011  0.132
2 C 0.756 0.784 0.194  -0.051
3 C 1.260 -0.970 1.740  0.136
4 C 1.180 0.327 1.453  -0.066
5 C -1.318 -0.176 -1.135  0.036
6 N -0.522 0.924 -0.535  -0.040
7 H 1.335 1.499 -1.843  0.138
8 H 1.527 -1.364 2.616  0.047
9 H 0.767 -1.603 1.078  0.063
10 H 1.575 0.995 2.125  0.099
11 H -1.747 -0.701 -0.188  0.144
12 H -2.074 0.240 -1.855  0.126
13 H -0.767 -0.903 -1.650  0.080
14 H -0.995 1.732 -0.267  0.156


[3]
ORCA calculation (ωB97M-V with the def2-TZVPD basis set) on an isolated ion of composition C5H8N and charge +1 at a distorted geometry.

Output
Net charge: +1
Energy above the lowest of the compared OMol25 structures with the same formula, charge and spin: 5.179 eV
Spin multiplicity: 1
HOMO-LUMO gap: 9.54 eV
LUMO energy: -4.239 eV
Largest force on an atom: 0.093 hartree/bohr

Last column: Löwdin charge in e.
Atoms and positions in Å:
1 C -0.004 -1.762 1.867  -0.057
2 C 0.169 -0.534 1.809  0.029
3 C -0.564 -2.861 1.572  0.103
4 C -0.056 0.425 1.007  -0.082
5 C 0.066 1.180 -1.175  -0.025
6 N 0.952 0.934 0.016  0.042
7 H -1.547 -2.909 1.832  0.067
8 H -0.095 -3.721 1.171  0.086
9 H -0.696 1.202 1.041  0.091
10 H -0.866 1.593 -0.923  0.070
11 H 0.477 1.871 -1.999  0.134
12 H -0.119 0.147 -1.700  0.152
13 H 1.270 1.925 0.357  0.239
14 H 1.569 0.184 -0.124  0.150